Entry 1:
C10H16N7O4Rh | the ωB97M-V functional and the def2-TZVPD basis

Structure (XYZ):
```
38
Properties=species:S:1:pos:R:3
Rh 0.12025 0.97214 -0.38818
C -1.92085 -3.09946 -2.16698
N -0.53225 -2.83736 -2.49538
C 0.16375 -3.79116 -3.33238
C 0.08505 -1.74706 -2.00278
N -0.51425 -0.89416 -1.21708
N 1.41085 -1.58326 -2.35198
C 2.29555 -0.56116 -2.07748
N 3.49515 -0.70716 -2.64838
N 1.99405 0.44614 -1.31448
H -2.22985 -4.02926 -2.63738
H -2.57505 -2.30666 -2.53878
H -2.06225 -3.20876 -1.08898
H -0.51375 -4.59836 -3.59548
H 1.00975 -4.23856 -2.80488
H 0.49845 -3.33116 -4.26498
H -1.50595 -1.08086 -1.07958
H 1.78715 -2.31136 -2.94778
H 3.72345 -1.48756 -3.24228
H 4.22225 -0.01876 -2.51908
H 2.74145 1.13344 -1.22058
C 0.77205 -0.15116 3.35432
C 0.04435 1.08314 3.01042
N -0.22825 1.49094 1.77462
C -0.91935 2.66554 1.87192
C -1.07225 2.98264 3.20332
N -0.45445 1.96794 3.88802
C -1.71295 4.12224 3.96292
O -2.29365 5.05634 3.29172
O -1.61835 4.05504 5.16182
C -1.37175 3.36074 0.59922
O -2.01835 4.37964 0.71322
O -0.99025 2.73964 -0.42938
H 1.03745 -0.68576 2.44272
H 0.15735 -0.79476 3.98362
H 1.68145 0.08214 3.90812
H -0.40285 1.93654 4.90042
H -2.30315 4.98964 2.29772
```

The net charge is +2. The highest occupied orbital energy (alpha / beta) is -15.50 / -15.50 eV. Its total energy is -32242.9469 eV. The calculation puts the orbital gap (alpha / beta) at 5.589 / 5.602 eV. As for the LUMO energy (alpha / beta): -9.9 / -9.9 eV.



Entry 2:
C8H18I2InNO2P2 | the ωB97M-V functional and the def2-TZVPD basis

Structure (XYZ):
```
34
Properties=species:S:1:pos:R:3
I 0.33514 -0.97067 -4.04981
I -0.40417 1.63395 -2.94706
In -0.00872 0.13360 -0.01671
P -2.56440 -0.26080 -0.14501
C -3.38186 1.29888 0.29365
C -3.11370 -0.72592 -1.79828
H -4.20526 -0.86641 -1.87125
H -4.25037 -1.60377 1.00162
H -2.60677 -1.64789 -2.12192
H -2.65919 -2.41854 0.89879
H -3.08986 2.10038 -0.39870
H -2.77964 0.01890 -2.54155
C -3.16090 -1.45693 1.05488
H -4.47893 1.18859 0.29570
H -2.87055 -1.13778 2.06532
H -3.05933 1.59687 1.30394
P 2.56860 -0.16914 -0.13703
C 3.33817 1.41206 0.31398
C 3.20611 -1.35077 1.06562
H 2.67916 -1.55729 -2.11000
H 4.25673 -0.73344 -1.84981
H 2.80684 0.10412 -2.53236
C 3.16042 -0.62165 -1.78163
H 2.73708 -2.32916 0.90853
H 4.30066 -1.46335 1.01594
H 4.43839 1.34026 0.32000
H 3.00092 1.69418 1.32381
H 2.90434 -1.04198 2.07644
H 3.02104 2.20673 -0.37587
C -0.05488 2.64152 0.03695
O -0.06599 3.46524 0.86038
O -0.00193 0.15904 4.43285
C 0.00063 -0.17408 3.29110
N 0.00221 -0.46475 2.11748
```

The net charge is +2. The relative energy (zero: lowest compared OMol25 entry of this formula, charge and spin) comes out at 0.0 kJ/mol. The highest occupied orbital energy is -15.72 eV. Its total energy is -54110.8098 eV. The calculation puts the orbital gap at 6.225 eV. As for the LUMO energy: -9.5 eV.



Entry 3:
C5H9BrO | the ωB97M-V functional and the def2-TZVPD basis

Structure (XYZ):
```
16
Properties=species:S:1:pos:R:3
C 0.70083 -1.14657 -0.54469
C 0.65324 0.24372 -0.16038
C 0.19225 -2.32762 0.17942
C 1.46390 1.48310 -0.21988
C -2.23200 1.59594 0.85472
O -0.16348 -0.25617 -1.16959
Br -2.92305 -0.02707 0.21978
H 1.45747 -1.52911 -1.28825
H 0.34192 -2.10426 1.25969
H 0.85718 -3.11417 -0.15609
H -0.82352 -2.61497 0.13344
H 2.18856 1.40343 -1.05655
H 1.86443 1.89559 0.69060
H 0.68361 2.25199 -0.57957
H -1.85715 2.20169 0.08970
H -2.40419 2.04449 1.74763
```

The net charge is 0. The relative energy (zero: lowest compared OMol25 entry of this formula, charge and spin) comes out at 405.3 kJ/mol. The highest occupied orbital energy (alpha / beta) is -7.75 / -8.26 eV. Its total energy is -77415.0858 eV. The calculation puts the orbital gap (alpha / beta) at 7.813 / 8.731 eV. As for the LUMO energy (alpha / beta): 0.1 / 0.5 eV.